# 1
{"formula": "C22H26F4N3O12PSi2", "method": "wB97M-V/def2-TZVPD", "elements": ["C", "C", "O", "O", "C", "Si", "C", "O", "N", "O", "O", "Si", "N", "C", "C", "O", "C", "C", "O", "N", "C", "O", "F", "C", "O", "F", "P", "O", "O", "O", "H", "H", "H", "H", "H", "H", "H", "H", "H", "H", "H", "H", "H", "H", "H", "H", "F", "C", "C", "C", "C", "C", "C", "H", "H", "H", "H", "H", "F", "C", "C", "C", "C", "C", "C", "H", "H", "H", "H", "H"], "coordinates": [[4.768, -1.851, -2.218], [5.324, -0.697, -2.997], [6.223, -0.798, -3.772], [4.800, 0.541, -2.729], [3.373, 0.692, -2.959], [2.643, 1.434, -1.379], [3.245, 3.236, -1.239], [2.134, 4.150, -1.337], [1.515, 4.178, -0.080], [0.617, 4.915, -0.035], [0.986, 1.461, -1.344], [0.092, 0.162, -1.739], [-1.223, -0.138, -0.670], [-1.381, 0.731, 0.500], [-0.487, 0.563, 1.686], [-2.211, 1.589, 0.446], [-1.459, -1.565, -0.393], [-0.372, -2.420, 0.192], [-2.525, -2.018, -0.686], [-0.656, 0.486, -3.347], [0.283, 0.854, -4.315], [1.000, 1.785, -4.243], [0.278, 0.050, -5.384], [-1.508, -0.623, -3.684], [-1.186, -1.743, -3.863], [-2.782, -0.210, -3.684], [3.339, 0.422, 0.518], [2.837, -0.961, 0.633], [4.927, 0.519, 0.533], [2.922, 1.381, 1.721], [4.954, -2.750, -2.801], [5.281, -1.957, -1.267], [3.699, -1.767, -2.042], [2.943, -0.251, -3.288], [3.269, 1.436, -3.746], [3.961, 3.495, -2.014], [3.711, 3.410, -0.268], [0.910, -1.048, -1.877], [-1.013, 0.922, 2.567], [-0.143, -0.450, 1.861], [0.383, 1.207, 1.543], [-0.114, -3.186, -0.538], [-0.749, -2.926, 1.080], [0.535, -1.883, 0.453], [5.308, -0.371, 0.558], [2.520, 2.214, 1.423], [0.422, 3.904, 2.798], [-0.620, 4.504, 3.425], [-1.904, 4.128, 3.092], [-2.961, 4.748, 3.741], [-2.722, 5.726, 4.697], [-1.419, 6.085, 5.008], [-0.351, 5.471, 4.370], [-2.068, 3.370, 2.338], [-3.975, 4.465, 3.496], [-3.551, 6.207, 5.198], [-1.229, 6.849, 5.750], [0.673, 5.732, 4.599], [-2.215, -6.234, 2.202], [-3.251, -6.177, 1.336], [-3.695, -4.942, 0.914], [-4.752, -4.886, 0.019], [-5.351, -6.055, -0.429], [-4.887, -7.285, 0.016], [-3.825, -7.356, 0.906], [-3.215, -4.043, 1.275], [-5.102, -3.924, -0.330], [-6.176, -6.007, -1.127], [-5.353, -8.197, -0.331], [-3.443, -8.303, 1.261]], "forces_ev_per_angstrom": [[-0.29, -0.34, -0.44], [0.21, 0.01, -0.07], [0.23, 0.04, 0.02], [-0.33, 0.15, 0.00], [0.45, -0.04, 0.56], [0.53, 0.78, -0.28], [-0.39, -0.15, 0.22], [-0.06, 0.21, 0.03], [-0.13, -0.08, 0.21], [0.16, -0.06, -0.27], [0.18, -0.38, 0.11], [-0.97, 0.35, -0.01], [1.20, -0.43, 0.48], [-0.68, 0.27, -0.47], [-0.05, -0.10, 0.27], [0.05, 0.21, 0.06], [-0.38, -0.09, -0.13], [0.35, 0.05, 0.13], [-0.13, 0.03, 0.09], [0.66, -0.73, -0.19], [-0.98, -0.24, 0.08], [0.64, 0.45, 0.00], [-0.12, 0.09, -0.08], [-0.62, 0.44, 0.18], [-0.16, 0.11, 0.02], [0.66, -0.31, -0.14], [-0.36, -0.35, -0.28], [-0.08, -0.06, 0.07], [0.29, -0.15, 0.10], [-0.21, 0.35, -0.16], [0.02, -0.06, 0.09], [0.03, 0.12, 0.10], [-0.01, 0.02, 0.25], [-0.19, 0.04, -0.11], [-0.13, -0.09, -0.18], [-0.03, 0.08, -0.06], [0.31, -0.04, -0.07], [0.09, 0.01, -0.11], [0.00, 0.06, 0.01], [0.09, -0.06, -0.10], [0.01, -0.08, -0.03], [-0.08, -0.07, -0.02], [-0.10, -0.07, -0.02], [0.08, 0.07, -0.04], [0.11, 0.11, 0.00], [0.05, 0.01, 0.27], [0.03, -0.09, 0.01], [-0.06, 0.08, 0.05], [0.01, -0.11, -0.10], [0.02, 0.05, 0.06], [-0.03, 0.00, 0.00], [-0.03, -0.01, -0.02], [0.11, 0.02, 0.03], [-0.01, -0.03, -0.07], [-0.01, -0.01, -0.02], [-0.01, 0.01, 0.01], [0.01, 0.01, 0.02], [0.00, 0.00, -0.02], [0.01, 0.00, 0.00], [-0.04, 0.01, -0.02], [0.07, 0.11, 0.03], [-0.03, -0.05, -0.02], [-0.01, 0.00, -0.01], [-0.01, 0.05, -0.01], [0.02, -0.09, 0.02], [0.00, 0.00, -0.02], [0.02, 0.02, 0.00], [-0.01, 0.00, -0.01], [0.00, -0.02, -0.01], [0.01, 0.01, 0.02]], "mulliken_charge": [-0.69, 0.67, -0.55, -0.37, -0.99, 0.80, -0.65, -0.33, 0.34, -0.40, 0.19, -0.50, 0.56, 0.45, -0.54, -0.55, 0.41, -0.95, -0.51, 0.05, 0.43, -0.42, -0.25, 0.31, -0.42, -0.24, 0.94, -0.60, -0.47, -0.58, 0.31, 0.17, 0.19, 0.63, 0.51, 0.45, 0.54, -0.02, 0.44, 0.29, -0.14, 0.33, 0.37, 0.18, 0.37, 0.31, -0.17, 0.36, -0.18, -0.52, -0.60, -0.33, -0.63, 0.47, 0.39, 0.37, 0.36, 0.42, -0.31, 0.47, -0.42, -0.35, -0.53, -0.28, -0.50, 0.36, 0.39, 0.37, 0.35, 0.42], "e_lumo_ev": -0.264, "charge": 0, "e_tot_ha": -3241.06467, "e_above_lowest_kcal_mol": 0.0, "fmax_ha_per_bohr": 0.0265, "orbital_gap_ev": 9.0}

# 2
{"formula": "C22H26FNO3TcTe", "method": "wB97M-V/def2-TZVPD", "elements": ["Tc", "C", "C", "C", "C", "C", "C", "C", "F", "C", "C", "C", "O", "C", "C", "N", "C", "C", "O", "O", "H", "H", "H", "H", "H", "H", "H", "H", "H", "H", "H", "C", "C", "C", "C", "C", "C", "H", "H", "H", "H", "H", "H", "H", "H", "H", "C", "Te", "C", "H", "H", "H", "H", "H", "H"], "coordinates": [[1.650, -0.590, 1.153], [-5.432, 1.534, 2.188], [-4.963, 1.743, 0.758], [-5.278, 3.138, 0.256], [-4.798, 3.325, -1.170], [-3.326, 3.041, -1.260], [-2.540, 3.645, -2.207], [-1.170, 3.376, -2.282], [-0.463, 3.989, -3.222], [-0.551, 2.514, -1.429], [-1.332, 1.880, -0.445], [-0.743, 0.948, 0.459], [0.573, 0.763, 0.334], [-1.536, 0.309, 1.383], [-2.895, 0.625, 1.426], [-3.468, 1.494, 0.625], [-2.714, 2.145, -0.357], [-1.080, -0.691, 2.380], [-1.792, -1.232, 3.160], [0.254, -1.015, 2.319], [-6.452, 1.908, 2.260], [-4.819, 2.098, 2.894], [-5.459, 0.488, 2.489], [-5.431, 1.008, 0.099], [-4.816, 3.875, 0.920], [-6.356, 3.277, 0.319], [-4.999, 4.335, -1.522], [-5.337, 2.645, -1.837], [-2.974, 4.344, -2.912], [0.507, 2.322, -1.511], [-3.510, 0.136, 2.167], [3.117, -3.257, -3.209], [3.183, -3.784, -1.764], [2.213, -4.965, -1.578], [4.619, -4.212, -1.414], [2.784, -2.704, -0.863], [2.440, -1.802, -0.101], [3.403, -4.067, -3.880], [3.806, -2.427, -3.362], [2.109, -2.936, -3.469], [2.520, -5.767, -2.249], [1.191, -4.680, -1.826], [2.238, -5.342, -0.556], [4.914, -5.015, -2.090], [4.684, -4.589, -0.393], [5.323, -3.389, -1.542], [4.213, 1.561, 2.849], [4.184, 0.425, 1.057], [5.272, -1.229, 1.811], [3.845, 0.963, 3.676], [3.595, 2.442, 2.695], [5.246, 1.855, 3.015], [6.308, -0.909, 1.887], [5.164, -2.036, 1.092], [4.878, -1.509, 2.783]], "forces_ev_per_angstrom": [[0.04, 0.00, -0.30], [-0.02, 0.00, -0.01], [0.11, -0.05, -0.01], [0.02, 0.05, 0.07], [0.04, -0.02, -0.02], [-0.06, 0.00, 0.03], [0.00, 0.03, -0.03], [-0.07, 0.08, -0.09], [0.01, 0.00, 0.00], [0.00, -0.08, 0.13], [0.02, 0.08, -0.12], [0.43, 0.09, -0.19], [-0.06, -0.12, 0.09], [-0.15, 0.03, 0.16], [-0.01, 0.02, 0.06], [-0.03, 0.07, -0.08], [-0.18, -0.09, 0.08], [0.49, -0.47, -0.21], [-0.20, 0.11, 0.17], [-0.24, 0.14, 0.14], [-0.01, -0.02, 0.01], [-0.02, 0.02, -0.01], [-0.01, 0.01, 0.00], [0.01, 0.00, -0.03], [-0.02, 0.01, -0.01], [0.00, 0.00, 0.00], [0.01, 0.01, 0.00], [-0.01, 0.00, 0.00], [0.02, 0.00, -0.01], [0.01, -0.01, 0.00], [0.03, -0.02, -0.01], [0.01, 0.00, 0.01], [-0.03, 0.12, 0.08], [0.00, 0.00, 0.00], [0.01, 0.00, -0.01], [0.05, -0.16, -0.11], [-0.20, 0.14, 0.14], [0.00, 0.00, 0.00], [0.00, 0.00, 0.00], [0.00, 0.00, 0.00], [-0.01, -0.01, 0.00], [0.00, 0.00, 0.00], [0.00, 0.00, 0.00], [0.01, 0.00, 0.01], [0.00, 0.00, 0.00], [0.00, 0.00, 0.00], [0.00, 0.01, 0.01], [-0.07, 0.09, -0.07], [0.00, -0.01, 0.00], [0.00, 0.01, 0.02], [0.01, 0.02, 0.03], [-0.01, 0.03, 0.03], [0.02, -0.04, 0.02], [0.04, -0.02, 0.02], [0.02, -0.03, 0.00]], "mulliken_charge": [0.73, -1.80, 0.50, -0.93, -0.92, 0.87, -0.68, 0.02, -0.32, -1.10, 0.67, 2.12, -1.25, -0.50, -0.46, 0.17, -0.60, 0.43, -0.53, -0.76, 0.43, 0.43, 0.53, 0.16, 0.34, 0.39, 0.49, 0.33, 0.55, 0.55, 0.63, -1.50, 1.66, -1.49, -1.57, -0.11, 0.32, 0.40, 0.39, 0.41, 0.39, 0.40, 0.40, 0.42, 0.38, 0.37, -1.04, 0.48, -0.72, 0.36, 0.34, 0.38, 0.35, 0.08, 0.36], "e_lumo_ev": [-7.607, -8.090], "charge": 2, "e_tot_ha": -1582.47295, "fmax_ha_per_bohr": 0.0138, "multiplicity": 4, "s_squared": 3.80, "orbital_gap_ev": [7.2, 6.7]}

# 3
{"formula": "C22H26GeN3NiO3P", "method": "wB97M-V/def2-TZVPD", "elements": ["Ni", "C", "P", "C", "C", "H", "H", "H", "H", "H", "H", "H", "H", "H", "Ge", "C", "C", "C", "C", "C", "C", "C", "C", "C", "C", "C", "C", "H", "H", "H", "H", "H", "H", "H", "H", "H", "H", "H", "O", "N", "O", "O", "N", "C", "N", "C", "C", "C", "C", "C", "C", "H", "H", "H", "H", "H", "H"], "coordinates": [[1.009, -0.858, 0.567], [3.251, -1.966, 2.950], [2.844, -0.475, 2.009], [2.668, 0.830, 3.250], [4.337, -0.060, 1.083], [4.153, -1.806, 3.543], [3.421, -2.799, 2.267], [2.434, -2.227, 3.622], [3.545, 0.830, 3.899], [1.780, 0.668, 3.861], [2.598, 1.802, 2.765], [5.175, 0.050, 1.773], [4.188, 0.871, 0.537], [4.561, -0.846, 0.364], [0.234, 2.805, -1.100], [-0.624, 1.413, -0.026], [-1.695, 0.637, -0.503], [-2.521, -0.038, 0.385], [-2.287, 0.032, 1.753], [-1.193, 0.732, 2.238], [-0.361, 1.419, 1.355], [-0.587, 3.556, -2.629], [-1.845, 3.170, -3.099], [-2.371, 3.794, -4.218], [-1.651, 4.790, -4.863], [-0.405, 5.180, -4.394], [0.130, 4.571, -3.270], [1.084, 3.728, -0.232], [-1.898, 0.579, -1.563], [-3.362, -0.604, 0.005], [-2.962, -0.460, 2.441], [-1.010, 0.790, 3.304], [0.437, 2.037, 1.749], [-2.425, 2.407, -2.600], [-3.346, 3.506, -4.586], [-2.069, 5.273, -5.736], [0.148, 5.962, -4.897], [1.099, 4.888, -2.902], [1.843, 1.760, -1.659], [1.503, 0.519, -1.742], [0.577, 0.159, -2.411], [2.139, -0.258, -0.978], [-1.344, -3.651, 2.504], [-0.459, -2.653, 2.516], [-0.149, -2.250, 1.299], [-0.890, -3.063, 0.424], [-0.951, -3.069, -0.968], [-1.789, -3.994, -1.551], [-2.550, -4.890, -0.777], [-2.496, -4.887, 0.600], [-1.647, -3.951, 1.182], [-1.699, -4.121, 3.323], [-0.068, -2.233, 3.429], [-0.366, -2.384, -1.574], [-1.863, -4.039, -2.629], [-3.192, -5.600, -1.279], [-3.080, -5.579, 1.191]], "forces_ev_per_angstrom": [[0.10, 0.35, 0.46], [-0.01, -0.05, -0.02], [-0.03, -0.21, 0.01], [-0.06, 0.04, -0.01], [0.00, 0.02, -0.01], [0.00, 0.01, -0.01], [0.01, -0.01, 0.02], [0.01, -0.01, 0.01], [0.00, 0.00, 0.00], [0.00, 0.01, 0.01], [-0.01, 0.02, 0.01], [0.00, 0.00, -0.01], [0.01, 0.00, 0.00], [0.01, 0.00, 0.00], [0.29, -0.06, -0.01], [-0.11, 0.08, -0.05], [0.11, 0.05, 0.12], [0.00, -0.04, 0.01], [-0.05, -0.03, -0.02], [0.07, 0.03, 0.01], [-0.05, -0.11, 0.02], [0.02, 0.00, 0.05], [0.07, 0.12, -0.10], [-0.03, -0.06, 0.04], [-0.03, 0.02, -0.05], [0.09, 0.00, 0.07], [-0.15, -0.03, -0.11], [-0.09, 0.00, 0.03], [-0.01, 0.03, -0.01], [0.00, -0.01, 0.01], [0.00, 0.00, -0.01], [0.00, 0.00, 0.00], [0.00, 0.04, 0.02], [0.00, -0.01, 0.03], [0.00, 0.01, -0.01], [0.00, 0.00, 0.00], [-0.01, 0.00, -0.01], [0.01, 0.00, 0.01], [-0.27, -0.03, -0.12], [-0.32, 0.10, -0.04], [0.33, 0.05, -0.13], [0.04, -0.27, -0.02], [-0.04, -0.10, 0.03], [0.09, 0.13, -0.02], [-0.04, -0.19, -0.24], [0.04, 0.07, 0.12], [0.01, 0.01, -0.04], [-0.02, -0.02, 0.03], [0.03, 0.03, -0.04], [-0.02, -0.02, 0.04], [-0.01, 0.03, -0.05], [0.00, 0.00, -0.01], [0.00, 0.01, 0.00], [0.00, 0.00, 0.00], [0.00, 0.00, 0.00], [0.00, 0.00, 0.00], [0.00, 0.00, 0.00]], "mulliken_charge": [0.31, -1.22, 0.93, -1.26, -1.29, 0.44, 0.39, 0.32, 0.46, 0.34, 0.36, 0.45, 0.35, 0.39, 0.88, 0.18, 0.33, -1.17, -0.69, -0.59, -0.78, 0.80, -0.10, -0.73, -0.45, -0.66, -0.61, -0.08, 0.51, 0.48, 0.50, 0.56, 0.54, 0.23, 0.41, 0.41, 0.41, 0.35, -0.54, 1.13, -0.39, -0.70, -0.03, -0.51, -0.08, 1.11, -0.68, -0.82, -0.56, -0.99, 0.87, 0.24, 0.53, 0.42, 0.46, 0.42, 0.44], "e_lumo_ev": [-6.343, -7.645], "charge": 2, "e_tot_ha": -5169.88755, "e_above_lowest_kcal_mol": 10.2, "fmax_ha_per_bohr": 0.0114, "multiplicity": 3, "s_squared": 2.01, "orbital_gap_ev": [8.0, 6.7]}

# 4
{"formula": "C22H26N2O5", "method": "wB97M-V/def2-TZVPD", "elements": ["C", "H", "H", "H", "C", "C", "H", "H", "H", "H", "C", "N", "C", "O", "C", "N", "C", "O", "O", "C", "C", "C", "C", "C", "C", "C", "H", "H", "H", "H", "H", "H", "H", "H", "H", "C", "C", "C", "C", "C", "C", "C", "H", "H", "H", "H", "H", "H", "H", "H", "C", "O", "O", "H", "H"], "coordinates": [[3.191, 2.033, -3.152], [3.172, 1.888, -4.229], [3.969, 2.759, -2.923], [3.449, 1.084, -2.688], [1.831, 2.535, -2.672], [1.505, 3.895, -3.279], [2.203, 4.648, -2.922], [1.573, 3.844, -4.363], [0.498, 4.202, -3.010], [1.062, 1.817, -2.976], [1.766, 2.600, -1.123], [1.654, 1.283, -0.542], [0.519, 0.852, 0.041], [-0.508, 1.497, 0.068], [0.629, -0.533, 0.683], [-0.701, -1.005, 0.966], [-1.110, -2.236, 0.589], [-0.386, -3.106, 0.170], [-2.440, -2.372, 0.794], [-2.990, -3.620, 0.384], [-3.057, -3.756, -1.116], [-2.910, -4.999, -1.715], [-2.981, -5.123, -3.091], [-3.190, -4.005, -3.881], [-3.332, -2.762, -3.288], [-3.270, -2.639, -1.912], [-3.381, -1.669, -1.448], [-3.493, -1.886, -3.899], [-3.238, -4.102, -4.956], [-2.865, -6.094, -3.550], [-2.735, -5.871, -1.102], [-3.994, -3.636, 0.818], [-2.395, -4.437, 0.806], [-1.391, -0.288, 1.148], [1.093, -1.249, -0.006], [1.477, -0.443, 1.976], [0.942, 0.631, 2.881], [-0.136, 0.375, 3.718], [-0.664, 1.380, 4.510], [-0.120, 2.652, 4.473], [0.958, 2.914, 3.646], [1.485, 1.909, 2.855], [2.328, 2.117, 2.212], [1.387, 3.905, 3.613], [-0.535, 3.437, 5.088], [-1.504, 1.169, 5.155], [-0.563, -0.616, 3.747], [1.435, -1.416, 2.467], [2.513, -0.230, 1.710], [2.484, 0.713, -0.516], [2.961, 3.352, -0.569], [3.178, 4.520, -0.733], [3.792, 2.563, 0.130], [4.544, 3.081, 0.458], [0.856, 3.143, -0.838]], "forces_ev_per_angstrom": [[-0.30, -0.02, 0.05], [0.06, -0.03, -0.08], [0.14, 0.08, 0.01], [0.10, -0.14, 0.01], [0.13, 0.23, 0.04], [0.03, -0.18, 0.03], [0.03, 0.10, -0.03], [-0.02, 0.02, -0.13], [-0.12, 0.09, 0.01], [0.03, 0.05, 0.14], [-0.31, -0.05, -0.21], [0.40, 0.11, -0.13], [0.02, -0.53, -0.11], [-0.29, 0.18, 0.03], [0.01, -0.22, 0.09], [-0.16, 0.40, 0.02], [0.03, 0.12, 0.20], [0.10, -0.34, -0.14], [-0.03, 0.22, 0.07], [-0.03, -0.39, -0.02], [0.04, 0.06, 0.05], [-0.05, 0.10, 0.09], [-0.03, -0.08, -0.05], [0.00, -0.02, -0.10], [-0.02, 0.06, -0.04], [-0.02, -0.01, 0.09], [0.00, 0.09, 0.02], [-0.01, 0.06, -0.05], [0.00, -0.01, -0.08], [0.02, -0.08, -0.04], [0.06, -0.10, 0.07], [0.18, 0.01, -0.02], [-0.15, 0.11, -0.05], [-0.02, -0.10, -0.09], [-0.05, 0.17, 0.06], [-0.12, 0.06, -0.16], [0.16, -0.11, 0.09], [0.01, -0.03, 0.03], [-0.09, 0.01, 0.05], [-0.04, 0.08, 0.04], [0.00, 0.10, 0.01], [0.02, 0.00, 0.03], [0.09, 0.00, -0.07], [0.04, 0.08, 0.00], [-0.03, 0.06, 0.05], [-0.06, -0.02, 0.06], [-0.03, -0.10, 0.02], [0.06, -0.01, -0.08], [0.05, -0.03, 0.05], [-0.11, -0.07, 0.08], [-0.09, 0.33, 0.07], [-0.05, 0.11, -0.06], [0.35, -0.51, 0.27], [-0.19, 0.14, -0.19], [0.24, -0.04, 0.00]], "mulliken_charge": [-1.51, 0.47, 0.34, 0.33, 0.44, -1.49, 0.30, 0.42, 0.39, 0.34, -0.16, 0.03, 0.08, -0.71, -0.46, -0.01, 0.60, -0.68, -0.44, -0.85, 0.80, -0.59, -0.51, -0.42, -0.58, -0.22, 0.41, 0.39, 0.37, 0.37, 0.34, 0.33, 0.38, 0.39, 0.70, -1.27, 0.31, -0.19, -0.74, -0.44, -0.77, -0.08, 0.46, 0.40, 0.39, 0.38, 0.42, 0.51, 0.55, 0.36, 0.17, -0.58, -0.44, 0.37, 0.60], "e_lumo_ev": 0.430, "charge": 0, "e_tot_ha": -1339.73542, "e_above_lowest_kcal_mol": 2.9, "fmax_ha_per_bohr": 0.0131, "orbital_gap_ev": 9.5}